Record 1
Below is a structure of composition C27H63Be2N9O13S in a non-equilibrium geometry, with properties calculated with the ωB97M-V functional and the def2-TZVPD basis.

E in eV: -80673.697
Frontier orbital gap in eV: 6.095
LUMO in eV: -6.7
Charge: +2

Geometry (Å):
1 Be 1.52 -0.67 -2.69
2 Be -1.20 -0.56 2.42
3 S 0.01 -0.41 -0.24
4 O -1.28 -1.04 0.13
5 O 1.01 -1.47 -0.58
6 O -0.15 0.35 -1.50
7 O 0.45 0.37 0.93
8 C -1.12 -6.40 1.03
9 O -2.25 -6.26 1.45
10 N -0.37 -5.47 0.39
11 C 0.93 -5.77 -0.15
12 C -0.92 -4.21 -0.03
13 H -0.56 -7.34 1.14
14 H 1.41 -6.69 0.17
15 H 1.66 -4.96 -0.05
16 H 0.78 -5.87 -1.23
17 H -2.00 -4.16 0.15
18 H -0.56 -3.37 0.57
19 H -0.69 -3.98 -1.07
20 C 2.47 4.05 3.32
21 O 1.58 4.50 2.62
22 N 3.05 2.85 3.19
23 C 4.19 2.48 4.02
24 C 2.78 1.93 2.14
25 H 2.86 4.64 4.17
26 H 4.01 1.43 4.30
27 H 4.32 2.95 4.99
28 H 5.14 2.46 3.48
29 H 3.62 1.89 1.44
30 H 2.52 0.89 2.34
31 H 1.99 2.22 1.44
32 C 1.43 -2.76 2.16
33 O 0.42 -2.11 2.43
34 N 1.76 -3.87 2.83
35 C 3.13 -4.36 2.78
36 C 1.03 -4.23 4.03
37 H 2.10 -2.49 1.34
38 H 3.57 -4.34 1.78
39 H 3.15 -5.39 3.13
40 H 3.74 -3.81 3.50
41 H 1.27 -3.69 4.95
42 H -0.04 -4.13 3.89
43 H 1.29 -5.26 4.24
44 C 4.43 -2.34 -1.06
45 O 3.57 -1.86 -1.79
46 N 4.92 -1.71 0.02
47 C 4.35 -0.42 0.34
48 C 5.62 -2.39 1.10
49 H 4.98 -3.26 -1.28
50 H 5.00 0.07 1.06
51 H 3.36 -0.58 0.80
52 H 4.22 0.27 -0.48
53 H 4.90 -2.49 1.91
54 H 6.05 -3.34 0.78
55 H 6.44 -1.80 1.53
56 C -2.14 2.97 -1.78
57 O -2.05 4.17 -1.58
58 N -3.01 2.44 -2.68
59 C -2.93 1.04 -3.00
60 C -3.78 3.30 -3.55
61 H -1.60 2.19 -1.23
62 H -2.32 0.50 -2.28
63 H -2.49 0.91 -4.00
64 H -3.91 0.55 -2.98
65 H -4.70 2.81 -3.88
66 H -4.03 4.28 -3.16
67 H -3.24 3.42 -4.50
68 C 2.28 2.06 -1.40
69 O 2.76 1.12 -2.08
70 N 2.82 3.26 -1.31
71 C 2.18 4.33 -0.57
72 C 3.96 3.61 -2.13
73 H 1.34 1.96 -0.86
74 H 1.41 3.99 0.12
75 H 1.72 4.99 -1.30
76 H 2.87 4.93 0.02
77 H 4.43 2.75 -2.59
78 H 3.82 4.37 -2.91
79 H 4.68 4.10 -1.47
80 C -4.07 -0.02 0.83
81 O -3.59 -0.56 1.83
82 N -5.18 0.71 0.83
83 C -5.84 1.05 2.07
84 C -5.59 1.43 -0.38
85 H -3.59 -0.07 -0.16
86 H -5.50 0.39 2.87
87 H -6.92 0.91 2.03
88 H -5.62 2.06 2.42
89 H -5.03 2.36 -0.45
90 H -5.41 0.88 -1.30
91 H -6.64 1.67 -0.24
92 C -1.21 2.81 2.01
93 O -1.69 1.66 2.12
94 N -1.93 3.90 1.80
95 C -1.30 5.18 1.50
96 C -3.34 3.80 1.55
97 H -0.13 3.00 1.99
98 H -0.34 5.26 1.99
99 H -1.94 5.96 1.91
100 H -1.26 5.39 0.43
101 H -3.78 2.85 1.85
102 H -3.86 4.54 2.16
103 H -3.65 4.02 0.53
104 C -1.52 -2.02 -3.42
105 O -0.32 -1.74 -3.31
106 N -2.09 -2.18 -4.61
107 C -3.52 -2.48 -4.66
108 C -1.43 -2.26 -5.88
109 H -2.25 -2.06 -2.60
110 H -3.65 -3.53 -4.94
111 H -4.01 -1.92 -5.46
112 H -4.02 -2.32 -3.71
113 H -1.76 -1.48 -6.57
114 H -0.35 -2.16 -5.84
115 H -1.62 -3.21 -6.38

Record 2
Below is a cluster of 4 separate species, C27H63FN4O2P in total in a non-equilibrium geometry, with properties calculated with the ωB97M-V functional and the def2-TZVPD basis.

E in eV: -51079.459
Frontier orbital gap in eV: 4.081
LUMO in eV: 2.1
Charge: -1

Geometry (Å):
1 C -1.10 1.69 3.96
2 C -1.58 0.58 2.93
3 O -2.61 0.85 2.26
4 N -0.97 -0.72 2.76
5 C -1.49 -1.34 1.49
6 C 0.53 -0.62 2.57
7 C 1.16 -1.90 3.28
8 C 2.55 -2.39 2.64
9 C 3.83 -2.05 3.54
10 C 4.21 -0.51 3.66
11 F 3.38 0.06 4.74
12 P 3.76 0.48 2.13
13 C 4.83 2.06 2.24
14 O 4.35 -0.29 0.68
15 H -0.76 2.61 3.38
16 H -0.19 1.26 4.50
17 H -1.87 1.96 4.74
18 H -1.25 -0.67 0.60
19 H -2.61 -1.57 1.56
20 H -0.98 -2.34 1.29
21 H 0.75 -0.71 1.46
22 H 0.98 0.31 3.02
23 H 0.42 -2.75 3.13
24 H 1.24 -1.79 4.42
25 H 2.48 -3.54 2.61
26 H 2.67 -2.08 1.55
27 H 4.72 -2.71 3.24
28 H 3.57 -2.39 4.61
29 H 5.87 1.84 1.80
30 H 5.01 2.27 3.35
31 H 4.35 2.93 1.70
32 H 4.74 -1.16 0.92
33 C -4.60 1.72 -0.91
34 C -3.76 0.91 -1.89
35 N -3.80 -0.53 -1.65
36 C -2.81 -1.26 -2.43
37 C -2.94 -1.26 -3.95
38 C -5.13 -1.13 -1.62
39 C -6.01 -0.99 -2.86
40 H -4.30 1.53 0.12
41 H -4.47 2.79 -1.11
42 H -5.67 1.51 -1.01
43 H -2.73 1.25 -1.78
44 H -4.06 1.16 -2.91
45 H -2.78 -2.30 -2.08
46 H -1.82 -0.86 -2.17
47 H -3.74 -1.92 -4.29
48 H -2.01 -1.62 -4.40
49 H -3.13 -0.26 -4.35
50 H -5.67 -0.72 -0.76
51 H -5.03 -2.20 -1.38
52 H -5.98 0.02 -3.28
53 H -7.05 -1.19 -2.59
54 H -5.74 -1.70 -3.63
55 C -2.24 -5.17 -7.71
56 C -3.39 -4.32 -7.18
57 N -4.54 -4.24 -8.08
58 C -5.51 -3.23 -7.68
59 C -6.25 -3.44 -6.35
60 C -5.10 -5.51 -8.52
61 C -5.61 -6.46 -7.44
62 H -1.90 -4.80 -8.68
63 H -1.40 -5.12 -7.02
64 H -2.52 -6.22 -7.82
65 H -3.00 -3.31 -7.03
66 H -3.68 -4.69 -6.19
67 H -6.25 -3.10 -8.48
68 H -5.00 -2.26 -7.63
69 H -7.03 -4.20 -6.45
70 H -6.74 -2.52 -6.06
71 H -5.57 -3.72 -5.54
72 H -4.35 -6.04 -9.11
73 H -5.91 -5.32 -9.23
74 H -4.94 -6.53 -6.58
75 H -5.70 -7.47 -7.86
76 H -6.60 -6.18 -7.08
77 C 7.44 7.92 5.22
78 C 6.94 6.90 6.24
79 N 5.93 5.99 5.72
80 C 5.29 5.19 6.77
81 C 6.16 4.20 7.54
82 C 6.30 5.25 4.52
83 C 7.54 4.36 4.58
84 H 6.61 8.51 4.82
85 H 8.14 8.61 5.71
86 H 7.97 7.44 4.40
87 H 6.50 7.47 7.07
88 H 7.80 6.37 6.66
89 H 4.44 4.65 6.33
90 H 4.84 5.88 7.49
91 H 6.37 3.31 6.95
92 H 5.62 3.86 8.43
93 H 7.10 4.64 7.87
94 H 6.44 5.97 3.70
95 H 5.45 4.64 4.19
96 H 8.37 4.84 5.10
97 H 7.88 4.13 3.56
98 H 7.33 3.41 5.06

Record 3
Below is a cluster of 4 separate species, C27H63N8O6 in total in a non-equilibrium geometry, with properties calculated with the ωB97M-V functional and the def2-TZVPD basis.

E in eV: -53215.663
Frontier orbital gap in eV: 7.329
LUMO in eV: -2.8
Charge: +1

Geometry (Å):
1 C 4.20 0.78 2.15
2 C 3.34 0.22 1.12
3 N 3.79 0.07 -0.07
4 C 1.96 -0.15 1.58
5 C 0.98 0.92 1.37
6 N 1.25 2.20 1.32
7 C 0.11 2.83 1.15
8 N -0.11 4.17 1.03
9 N -0.90 1.95 1.11
10 N -0.32 0.72 1.23
11 C -1.07 -0.55 1.23
12 C -2.56 -0.40 1.14
13 C -3.12 -1.80 1.35
14 C -3.14 0.54 2.20
15 H 3.91 1.79 2.33
16 H 5.20 0.77 1.80
17 H 4.12 0.25 3.08
18 H 3.09 -0.34 -0.68
19 H 1.66 -1.05 1.08
20 H 1.97 -0.35 2.64
21 H -0.50 4.54 0.20
22 H 0.16 4.82 1.74
23 H -1.88 2.12 1.00
24 H -0.79 -1.10 2.09
25 H -0.73 -1.09 0.37
26 H -2.85 -0.12 0.16
27 H -3.83 -2.02 0.59
28 H -2.37 -2.56 1.29
29 H -3.61 -1.86 2.29
30 H -2.42 0.80 2.96
31 H -4.01 0.13 2.64
32 H -3.46 1.46 1.76
33 C -0.78 2.40 5.11
34 O -0.20 1.58 6.08
35 C -0.15 2.13 7.40
36 C -1.13 1.44 8.31
37 N -2.51 1.76 7.95
38 C -3.53 0.97 8.62
39 C -3.54 -0.54 8.42
40 O -3.90 -0.97 7.12
41 C -2.87 -0.97 6.16
42 H -0.56 1.96 4.13
43 H -1.88 2.47 5.20
44 H -0.37 3.42 5.13
45 H -0.33 3.21 7.37
46 H 0.86 1.96 7.78
47 H -0.95 1.77 9.33
48 H -0.92 0.36 8.27
49 H -2.62 1.66 6.96
50 H -4.50 1.34 8.28
51 H -3.48 1.17 9.69
52 H -4.32 -0.95 9.08
53 H -2.60 -1.01 8.72
54 H -1.90 -1.22 6.61
55 H -2.78 0.00 5.64
56 H -3.12 -1.73 5.42
57 C -5.79 -0.16 -5.79
58 O -4.97 -1.30 -5.96
59 C -3.70 -1.04 -6.55
60 C -2.58 -1.20 -5.55
61 N -2.60 -0.15 -4.54
62 C -1.70 -0.37 -3.41
63 C -1.90 -1.60 -2.54
64 O -3.08 -1.58 -1.75
65 C -4.26 -1.96 -2.44
66 H -6.79 -0.52 -5.55
67 H -5.46 0.48 -4.97
68 H -5.85 0.44 -6.70
69 H -3.68 -0.05 -7.00
70 H -3.56 -1.78 -7.34
71 H -1.63 -1.17 -6.08
72 H -2.68 -2.21 -5.12
73 H -3.54 -0.04 -4.20
74 H -1.79 0.51 -2.76
75 H -0.68 -0.37 -3.79
76 H -1.07 -1.62 -1.83
77 H -1.85 -2.53 -3.11
78 H -4.06 -2.73 -3.19
79 H -4.76 -1.11 -2.91
80 H -4.95 -2.37 -1.70
81 C 7.20 -1.17 -2.47
82 O 7.27 -0.16 -3.45
83 C 7.73 -0.57 -4.73
84 C 6.62 -0.56 -5.75
85 N 5.65 -1.62 -5.48
86 C 4.41 -1.54 -6.25
87 C 3.54 -0.30 -6.10
88 O 2.91 -0.17 -4.84
89 C 3.72 0.39 -3.82
90 H 7.05 -0.68 -1.51
91 H 6.36 -1.86 -2.64
92 H 8.12 -1.75 -2.43
93 H 8.21 -1.55 -4.67
94 H 8.49 0.15 -5.05
95 H 7.05 -0.72 -6.74
96 H 6.17 0.44 -5.73
97 H 5.42 -1.62 -4.50
98 H 3.80 -2.40 -5.98
99 H 4.66 -1.65 -7.31
100 H 2.73 -0.38 -6.83
101 H 4.08 0.62 -6.35
102 H 4.40 1.14 -4.21
103 H 4.29 -0.38 -3.28
104 H 3.05 0.87 -3.10

Record 4
Below is a cluster of 9 separate species, C27H63N9O9 in total in a non-equilibrium geometry, with properties calculated with the ωB97M-V functional and the def2-TZVPD basis.

E in eV: -60859.505
Energy above the lowest of the compared OMol25 structures with the same formula, charge and spin in kcal per mole: 119.68
Frontier orbital gap in eV: 9.536
LUMO in eV: 0.1
Charge: 0

Geometry (Å):
1 C -22.31 2.53 2.83
2 C -21.94 1.69 1.64
3 O -21.11 0.82 1.65
4 N -22.67 1.99 0.57
5 C -22.44 1.21 -0.66
6 H -22.41 1.89 3.70
7 H -23.32 2.87 2.61
8 H -21.61 3.37 2.83
9 H -23.36 2.72 0.68
10 H -22.64 0.15 -0.51
11 H -21.44 1.28 -1.09
12 H -23.22 1.54 -1.35
13 C -24.75 -5.26 0.62
14 C -26.10 -5.33 0.11
15 O -26.36 -5.87 -0.92
16 N -27.03 -4.78 0.89
17 C -28.45 -5.02 0.69
18 H -24.64 -4.48 1.38
19 H -24.10 -4.98 -0.21
20 H -24.46 -6.24 1.00
21 H -26.75 -4.18 1.65
22 H -28.87 -4.75 -0.27
23 H -29.04 -4.37 1.33
24 H -28.73 -6.02 1.02
25 C -22.16 -4.38 14.42
26 C -21.55 -5.48 15.30
27 O -21.63 -6.58 14.80
28 N -20.84 -5.09 16.39
29 C -20.14 -6.08 17.24
30 H -21.96 -4.61 13.38
31 H -21.62 -3.44 14.55
32 H -23.25 -4.34 14.42
33 H -20.51 -4.13 16.40
34 H -19.82 -5.59 18.16
35 H -19.26 -6.58 16.85
36 H -20.87 -6.82 17.58
37 C -15.74 -10.17 11.81
38 C -15.48 -8.60 11.82
39 O -14.83 -8.05 12.73
40 N -16.20 -7.91 10.92
41 C -16.26 -6.44 10.96
42 H -16.21 -10.39 12.78
43 H -14.81 -10.73 11.79
44 H -16.42 -10.55 11.05
45 H -16.86 -8.45 10.38
46 H -17.29 -6.28 11.27
47 H -16.12 -5.88 10.04
48 H -15.69 -5.94 11.74
49 C -28.18 -9.64 12.71
50 C -28.94 -8.70 11.82
51 O -29.99 -8.16 12.16
52 N -28.52 -8.56 10.57
53 C -27.18 -8.50 10.17
54 H -28.06 -10.59 12.19
55 H -28.75 -9.86 13.61
56 H -27.22 -9.28 13.07
57 H -29.14 -8.02 9.99
58 H -26.57 -7.83 10.78
59 H -27.09 -8.24 9.12
60 H -26.57 -9.40 10.18
61 C -7.02 -8.83 0.88
62 C -7.65 -7.68 1.66
63 O -6.91 -6.85 2.15
64 N -8.98 -7.63 1.58
65 C -9.63 -6.47 2.15
66 H -6.05 -9.01 1.32
67 H -6.95 -8.58 -0.18
68 H -7.64 -9.72 0.97
69 H -9.41 -8.03 0.76
70 H -10.70 -6.64 2.13
71 H -9.40 -5.52 1.66
72 H -9.34 -6.37 3.19
73 C -26.09 -0.69 8.47
74 C -26.75 -0.29 7.24
75 O -26.74 -1.10 6.26
76 N -27.40 0.91 7.22
77 C -28.23 1.21 6.11
78 H -26.23 -1.75 8.71
79 H -26.43 -0.14 9.35
80 H -25.03 -0.47 8.50
81 H -27.06 1.62 7.85
82 H -29.07 0.53 5.99
83 H -27.60 1.03 5.23
84 H -28.56 2.24 6.15
85 C -20.41 -5.63 5.54
86 C -19.11 -5.79 4.77
87 O -18.24 -6.43 5.41
88 N -18.92 -5.24 3.59
89 C -17.77 -5.54 2.79
90 H -20.98 -6.43 5.07
91 H -20.90 -4.71 5.21
92 H -20.33 -5.76 6.62
93 H -19.48 -4.47 3.25
94 H -17.04 -4.74 2.84
95 H -17.96 -5.76 1.74
96 H -17.21 -6.40 3.16
97 C -13.43 -13.06 -0.32
98 C -14.43 -14.15 -0.04
99 O -15.47 -14.22 -0.63
100 N -13.97 -15.14 0.75
101 C -14.54 -16.45 1.02
102 H -12.44 -13.30 0.07
103 H -13.85 -12.26 0.29
104 H -13.36 -12.88 -1.39
105 H -13.05 -15.00 1.15
106 H -13.82 -17.15 0.59
107 H -15.50 -16.69 0.56
108 H -14.72 -16.60 2.09